Density functional theory data (ωB97M-V with the def2-TZVPD basis set) for C17H24AlBr5Cl3FIO9PS as an isolated structure at a distorted geometry.

The value obtained for the frontier orbital gap is 2.354 eV. As for the total charge: 0. Its multiplicity is 1. The value obtained for the total energy is -16969.0797 a.u. The value obtained for the strongest force on any atom is 4.8 eV/Å. The calculation puts the energy relative to the best compared isomer or geometry (same formula, charge and spin) at 3.560 eV. As for the molar mass: 1114.174 g mol⁻¹.

Each line ends with the Mulliken charge.
Geometry (Å):
C 0.631 0.168 4.822  -0.08
C 1.493 0.827 -1.079  -0.74
H -0.848 0.402 -3.648  0.33
C -3.018 -5.266 -4.042  -0.35
Cl -2.368 -1.956 -1.832  -0.15
Cl -1.822 -0.984 -4.236  -0.32
H 2.398 5.558 -3.514  0.48
H 0.502 -0.545 4.021  0.90
H -4.057 -5.514 -3.832  0.31
H -5.634 0.176 0.699  0.29
H 2.481 -4.616 3.793  0.41
C -0.113 1.452 6.768  0.15
Al -0.306 -0.561 2.638  0.37
O -1.673 0.208 -1.212  -0.06
H -3.720 -3.699 -5.370  0.28
H 2.424 1.693 -2.972  0.35
C 4.003 0.581 -1.917  -1.46
C -2.867 -3.938 -4.730  1.00
Br -0.122 4.370 -3.404  -0.06
H 3.181 2.207 6.026  0.47
C -1.599 -5.472 -5.772  0.61
H -4.598 -0.495 1.969  0.26
C 2.194 1.763 5.984  -0.35
H 4.551 0.591 -2.894  0.40
H 0.817 -0.056 -1.200  0.58
P -1.449 1.554 -1.868  0.46
C -0.342 0.467 5.677  -0.60
H -1.329 0.020 5.622  0.52
O -1.335 1.308 -3.439  -0.30
C 2.362 -3.541 3.877  -0.38
Cl 3.793 2.152 2.588  -0.71
Br 3.190 3.794 -0.126  -0.01
C -4.649 -0.222 0.916  -0.65
H 1.377 2.791 7.650  0.43
C 2.485 0.811 -2.301  -0.10
O -2.457 -6.177 -4.987  -0.33
Br 0.594 -3.119 3.176  0.10
C 2.107 4.370 -1.647  0.44
O -0.994 1.727 7.551  -0.53
O 2.813 0.482 4.101  -0.51
H -2.944 2.135 -0.566  0.44
O -1.716 -4.137 -5.550  -0.26
H 2.225 -0.077 -2.931  0.33
O -0.844 -5.962 -6.550  -0.54
H -2.709 -3.117 -4.030  -0.92
F -6.700 -1.533 1.814  -0.69
C 1.963 0.785 4.907  0.23
O -2.710 2.493 -1.465  -0.43
C 1.228 2.075 6.852  -0.44
H -4.473 -1.104 0.295  0.24
H -2.800 0.399 0.820  0.08
S 0.386 2.287 -0.961  0.34
C 2.653 5.575 -2.438  -1.31
H 2.413 6.544 -1.941  0.29
C 0.970 3.706 -1.914  -0.04
H -2.445 -5.324 -3.113  0.26
H 3.767 5.492 -2.379  0.34
H 4.169 -0.422 -1.478  0.37
Br 2.504 -3.091 5.747  0.00
Br 3.757 -2.725 2.828  0.04
I 2.468 0.487 0.892  0.31
O -3.661 0.782 0.620  -0.44
H 4.403 1.421 -1.316  0.31